# C25H24INORuS

A structure of composition C25H24INORuS (the ωB97M-V functional and the def2-TZVPD basis, the Open Molecules 2025 dataset).

Atoms and positions in Å:
Ru (0.014, 0.036, -0.063)
C (-0.264, -3.210, -2.936)
C (-1.410, -2.200, -3.021)
C (-2.663, -2.866, -2.447)
C (-1.096, -0.845, -2.422)
C (0.106, -0.183, -2.733)
C (0.265, 1.184, -2.483)
C (-0.809, 1.961, -2.005)
C (-0.761, 3.453, -2.057)
C (-1.951, 1.284, -1.565)
C (-2.073, -0.100, -1.730)
H (-0.501, -4.071, -3.554)
H (-0.161, -3.535, -1.903)
H (0.685, -2.803, -3.271)
H (-1.593, -1.979, -4.084)
H (-2.579, -2.990, -1.365)
H (-2.763, -3.852, -2.894)
H (-3.567, -2.310, -2.683)
H (0.886, -0.698, -3.279)
H (1.167, 1.682, -2.823)
H (-1.308, 3.785, -2.940)
H (0.261, 3.813, -2.141)
H (-1.232, 3.900, -1.185)
H (-2.783, 1.843, -1.155)
H (-3.005, -0.575, -1.447)
O (1.124, -1.957, -0.513)
N (2.169, -2.464, 0.052)
C (2.567, -3.704, -0.293)
C (3.666, -4.287, 0.283)
C (4.388, -3.593, 1.255)
C (3.979, -2.326, 1.597)
C (2.866, -1.748, 0.981)
S (2.350, -0.160, 1.359)
H (1.969, -4.195, -1.045)
H (3.954, -5.277, -0.022)
H (5.244, -4.044, 1.730)
H (4.491, -1.737, 2.338)
I (-1.685, -0.952, 1.977)
C (-1.436, 0.929, 3.070)
C (-2.015, 1.030, 4.304)
C (-1.918, 2.235, 5.014)
C (-1.263, 3.302, 4.463)
C (-0.648, 3.199, 3.200)
C (0.060, 4.284, 2.649)
C (0.731, 4.157, 1.465)
C (0.709, 2.936, 0.773)
C (-0.032, 1.871, 1.230)
C (-0.708, 1.971, 2.466)
H (-2.544, 0.199, 4.738)
H (-2.369, 2.315, 5.991)
H (-1.190, 4.241, 4.992)
H (0.083, 5.210, 3.204)
H (1.289, 4.990, 1.065)
H (1.302, 2.849, -0.133)

Results
- Charge: +1
- Gap between HOMO and LUMO (spin up / spin down): 0.2231 / 0.2500 Eh
- HOMO energy (spin up / spin down): -10.625 / -10.605 eV
- 2S+1: 2
- ⟨S²⟩: 0.8226

Mulliken atomic charge list, values in e, 2 entries: number 1, Ru, carries 0.15; number 2, C, carries -1.35

***

# C25H24IrN4O2S2

A structure of composition C25H24IrN4O2S2 (the ωB97M-V functional and the def2-TZVPD basis, the Open Molecules 2025 dataset).

Atoms and positions in Å:
Ir (-0.030, 0.115, 1.318)
C (-1.186, -2.303, -0.660)
C (-1.548, -2.536, 0.763)
C (-2.389, -3.620, 1.093)
C (-2.716, -3.881, 2.392)
C (-2.161, -3.084, 3.413)
C (-2.376, -3.325, 4.791)
C (-1.746, -2.562, 5.750)
C (-0.882, -1.537, 5.366)
C (-0.680, -1.269, 4.013)
S (0.386, -0.048, 3.507)
C (-1.324, -2.033, 3.028)
N (-1.048, -1.742, 1.719)
H (-1.535, -3.126, -1.278)
H (-0.102, -2.218, -0.754)
H (-1.630, -1.378, -1.026)
H (-2.765, -4.238, 0.291)
H (-3.369, -4.706, 2.648)
H (-3.033, -4.135, 5.079)
H (-1.905, -2.762, 6.800)
H (-0.372, -0.943, 6.112)
C (2.170, -0.167, -6.881)
C (1.606, 0.166, -5.532)
C (1.164, -0.840, -4.669)
C (0.666, -0.538, -3.418)
C (0.604, 0.798, -3.026)
C (1.029, 1.824, -3.868)
C (1.519, 1.494, -5.118)
S (0.156, 1.209, -1.410)
O (-1.150, 0.688, -0.998)
O (0.425, 2.596, -1.175)
N (1.081, 0.257, -0.416)
C (2.331, 0.675, 0.093)
C (3.409, 1.193, -0.588)
C (4.572, 1.376, 0.144)
C (4.599, 1.084, 1.507)
C (3.446, 0.643, 2.115)
N (2.334, 0.432, 1.401)
H (2.316, -1.238, -7.001)
H (3.125, 0.335, -7.036)
H (1.496, 0.174, -7.669)
H (1.213, -1.872, -4.991)
H (0.321, -1.321, -2.760)
H (0.964, 2.853, -3.545)
H (1.839, 2.282, -5.787)
H (3.343, 1.421, -1.642)
H (5.461, 1.750, -0.346)
H (5.503, 1.193, 2.085)
H (3.397, 0.452, 3.179)
C (-3.944, 3.752, 1.258)
C (-2.452, 3.990, 1.518)
C (-1.730, 2.731, 1.696)
N (-1.196, 1.727, 1.846)
H (-4.435, 4.714, 1.135)
H (-4.408, 3.232, 2.093)
H (-4.092, 3.168, 0.352)
H (-2.290, 4.595, 2.411)
H (-1.979, 4.504, 0.678)

Results
- Charge: +2
- Gap between HOMO and LUMO (spin up / spin down): 0.1771 / 0.1908 Eh
- HOMO energy (spin up / spin down): -13.856 / -13.915 eV
- 2S+1: 2
- ⟨S²⟩: 0.7858

Mulliken atomic charge list, values in e, 2 entries: number 1, Ir, carries 1.39; number 2, C, carries -1.24

***

# C25H24N2O7S

A structure of composition C25H24N2O7S (the ωB97M-V functional and the def2-TZVPD basis, the Open Molecules 2025 dataset).

Atoms and positions in Å:
O (-1.121, -0.294, -2.508)
C (-0.461, -0.386, -1.522)
N (-1.010, -0.671, -0.378)
C (-2.467, -0.973, -0.078)
C (-3.497, -1.047, -1.163)
C (-4.908, -1.093, -0.585)
C (-5.279, -1.328, 0.871)
C (-4.199, -1.285, 1.529)
C (-2.910, -1.157, 1.185)
H (-2.034, -1.295, 2.010)
H (-4.516, -1.275, 2.698)
O (-6.600, -1.191, 1.026)
C (-7.396, -1.017, 0.052)
C (-7.048, -1.320, -1.170)
H (-7.794, -1.103, -2.094)
O (-5.877, -0.971, -1.496)
H (-7.026, -2.667, -1.095)
H (-8.440, -1.221, 0.578)
H (-7.294, 0.370, 0.047)
H (-3.317, -0.654, -1.929)
H (-0.600, -0.800, 0.371)
C (0.767, 0.043, -1.222)
N (1.189, 1.085, -0.353)
S (1.638, 0.507, 1.257)
O (1.897, 1.780, 1.665)
O (0.931, -0.570, 1.580)
C (3.291, -0.456, 0.672)
C (4.290, 0.717, 0.118)
C (5.413, -0.008, -0.077)
C (5.779, -1.374, 0.109)
C (4.752, -2.041, 0.496)
C (3.472, -1.648, 0.735)
H (2.746, -2.195, 1.287)
H (4.938, -3.324, 0.673)
O (6.928, -1.960, -0.219)
C (8.034, -0.746, -0.386)
C (7.533, 0.177, -1.513)
H (8.284, 0.933, -1.246)
O (6.408, 0.901, -0.723)
H (7.071, -0.130, -2.205)
H (8.907, -1.570, -0.706)
H (8.158, -0.449, 0.779)
H (3.960, 1.561, 0.033)
C (0.536, 2.140, -0.526)
C (-0.991, 2.356, -0.295)
C (-1.137, 2.043, 1.081)
C (-2.556, 1.974, 1.454)
C (-3.458, 2.100, 0.457)
C (-3.165, 2.526, -0.997)
C (-1.976, 2.525, -1.163)
H (-1.513, 2.645, -2.288)
H (-3.905, 2.597, -1.723)
H (-4.453, 2.285, 0.570)
H (-2.880, 1.852, 2.535)
H (-0.428, 1.911, 1.978)
H (0.798, 2.715, -1.370)
H (1.104, 2.869, 0.070)
H (1.343, -0.948, -1.022)
H (1.276, 0.361, -2.341)

Results
- Charge: 0
- Gap between HOMO and LUMO: 0.3081 Eh
- HOMO energy: -7.914 eV

Mulliken atomic charge list, values in e, 2 entries: number 1, O, carries -0.66; number 2, C, carries 0.19

***

# C25H25Br3O8

A structure of composition C25H25Br3O8 (the ωB97M-V functional and the def2-TZVPD basis, the Open Molecules 2025 dataset).

Atoms and positions in Å:
C (-0.262, -0.705, 0.846)
Br (-0.074, -1.132, 2.708)
Br (-2.103, -0.491, 0.405)
Br (0.534, -2.104, -0.188)
H (0.248, 0.216, 0.646)
C (-4.756, -2.876, 4.487)
C (-5.516, -4.064, 4.441)
C (-5.586, -4.789, 3.265)
C (-5.043, -4.291, 2.155)
C (-4.352, -3.062, 2.154)
C (-4.159, -2.396, 3.336)
O (-3.337, -1.358, 3.362)
O (-6.236, -6.003, 3.211)
H (-4.496, -2.427, 5.447)
H (-5.953, -4.507, 5.331)
H (-5.161, -4.875, 1.249)
H (-3.812, -2.764, 1.269)
H (-3.261, -0.892, 4.190)
H (-6.423, -6.292, 4.106)
C (2.519, 3.657, -2.009)
C (3.767, 3.831, -2.599)
C (4.470, 2.714, -3.039)
C (3.870, 1.460, -3.033)
C (2.624, 1.304, -2.419)
C (1.968, 2.410, -1.922)
O (0.748, 2.201, -1.298)
O (5.639, 2.948, -3.779)
H (1.922, 4.550, -1.821)
H (4.242, 4.793, -2.719)
H (4.429, 0.618, -3.426)
H (2.062, 0.370, -2.416)
H (0.478, 2.976, -0.790)
H (6.221, 2.176, -3.719)
C (3.748, 0.305, 1.681)
C (3.305, 1.472, 2.245)
C (3.937, 1.959, 3.342)
C (4.955, 1.229, 3.939)
C (5.426, 0.108, 3.328)
C (4.845, -0.358, 2.196)
O (5.271, -1.454, 1.576)
O (3.442, 3.114, 3.926)
H (3.194, -0.078, 0.833)
H (2.598, 2.066, 1.683)
H (5.378, 1.548, 4.887)
H (6.270, -0.412, 3.778)
H (5.976, -1.873, 2.075)
H (3.790, 3.124, 4.834)
C (-2.037, 0.698, -3.016)
C (-3.021, -0.222, -3.198)
C (-3.713, -0.299, -4.379)
C (-3.421, 0.573, -5.421)
C (-2.376, 1.495, -5.268)
C (-1.648, 1.507, -4.076)
O (-0.548, 2.339, -4.015)
O (-4.675, -1.264, -4.581)
H (-1.478, 0.800, -2.097)
H (-3.391, -0.780, -2.344)
H (-4.025, 0.588, -6.324)
H (-2.012, 2.104, -6.089)
H (-0.042, 2.136, -3.210)
H (-4.961, -1.625, -3.738)

Results
- Charge: 0
- Gap between HOMO and LUMO: 0.2909 Eh
- HOMO energy: -7.764 eV

Mulliken atomic charge list, values in e, 2 entries: number 1, C, carries 0.18; number 2, Br, carries -0.04

***

Quick rundown of strongest force on any atom, same order as above: 2.5, 2.1, 18.1, 2.9 eV Å⁻¹